Entry 1:
20
Properties=species:S:1:pos:R:3:forces:R:3:nbo_charge:R:1 method="wB97M-V/def2-TZVPD" total_charge=+1 energy_ha=-344.6966 relative_energy_ev=1.912 homo_ev=-14.737
C 0.657170 -0.113033 -2.991153 0.5 -0.6 0.5 -0.6151
C -0.311187 -0.819036 -2.056108 -0.7 0.4 0.2 -0.4104
C 0.009262 -0.705345 -0.564229 1.0 -0.3 -0.6 -0.2226
N -1.025811 0.195695 1.980201 -1.7 -0.8 -0.5 -0.8404
C -1.089842 0.931664 0.850532 1.3 0.6 1.2 0.4487
N -0.224805 0.677090 -0.088585 -0.5 0.1 -0.2 -0.4691
H 0.888002 0.907299 -2.685980 -0.3 0.3 -0.2 0.1896
H 0.286058 -0.143980 -4.007526 0.1 0.2 -0.2 0.2433
H 1.628224 -0.614158 -2.950081 -0.1 -0.1 -0.2 0.2206
H -1.334153 -0.458211 -2.205729 0.0 0.2 0.0 0.2070
H -0.399193 -1.886678 -2.261277 0.3 0.0 -0.1 0.2395
H -0.653300 -1.381054 -0.037388 0.2 0.1 0.5 0.2347
H 1.055893 -0.975714 -0.434098 0.0 -0.1 0.4 0.2205
H -1.914314 -0.123579 2.346427 0.1 0.6 0.5 0.4139
H -0.267094 0.306153 2.662481 0.6 -0.5 -0.4 0.4763
H -1.716346 1.826245 0.828248 -0.1 -0.1 -0.4 0.2046
H 0.082533 1.432982 -0.690870 -0.5 -0.1 -0.4 0.4299
H 2.053579 0.580987 3.671661 0.1 0.0 0.1 0.4941
H 1.140573 -0.103637 4.705120 0.1 0.0 0.0 0.4980
O 1.134751 0.466308 3.928362 -0.3 0.0 -0.2 -0.9630

Entry 2:
8
Properties=species:S:1:pos:R:3:forces:R:3:nbo_charge:R:1 method="wB97M-V/def2-TZVPD" total_charge=0 energy_ha=-1967.8825 relative_energy_ev=0.776 smiles="O=[SH](=O)C(Cl)(Cl)Cl" homo_ev=-11.126
O -1.077448 -1.091420 1.257960 -0.5 -1.0 -0.3 -0.8987
S 0.178205 -0.661328 0.758925 -2.0 2.8 -0.2 2.0177
O 1.027710 0.051392 1.620392 1.6 0.6 0.9 -0.9103
C -0.223410 0.543085 -0.718734 1.6 -0.1 1.5 -0.4008
Cl 1.356351 1.167852 -1.342610 -0.7 -0.7 -0.1 0.0250
Cl -1.161946 -0.337868 -1.865903 -0.1 0.3 -0.2 0.0945
Cl -0.975635 1.898778 0.120206 -0.5 -0.4 -0.4 0.0726
H 0.876174 -1.570490 0.169765 0.7 -1.5 -1.0 0.0000

Entry 3:
24
Properties=species:S:1:pos:R:3:forces:R:3:nbo_charge:R:1 method="wB97M-V/def2-TZVPD" total_charge=0 energy_ha=-497.0319 relative_energy_ev=0.698 smiles="CNC(C)=O.CNC(C)=O" homo_ev=-9.637
C -2.630119 -0.265030 1.107035 -0.4 0.5 0.1 -0.4259
N -1.479635 0.511739 0.666601 -0.2 -0.1 -0.4 -0.6446
C -0.976194 1.529520 1.452998 -0.6 -0.2 -0.1 0.6769
C -0.126229 2.526471 0.730320 0.6 0.4 -0.4 -0.7153
O -1.238749 1.593076 2.634036 0.2 0.1 0.1 -0.6021
H -3.419471 -0.189728 0.353924 0.2 -0.3 -0.1 0.1965
H -2.394553 -1.307639 1.316466 0.0 0.1 0.0 0.1996
H -3.043579 0.224720 1.987330 0.2 -0.3 0.2 0.2334
H -1.475866 0.664096 -0.328992 0.3 0.2 0.0 0.3836
H 0.910415 2.438668 1.063804 -0.1 -0.1 -0.1 0.2475
H -0.156594 2.440421 -0.356845 0.1 -0.3 0.1 0.2114
H -0.422093 3.547693 0.944999 -0.3 0.0 0.4 0.2456
C 2.015050 -1.021878 0.775888 0.6 0.9 0.9 -0.4238
N 1.150076 -0.921338 -0.368652 0.4 -0.7 0.2 -0.6328
C 1.643061 -1.173083 -1.613435 -0.6 0.5 -0.2 0.6762
C 0.600384 -1.347446 -2.706637 0.9 0.1 0.0 -0.7086
O 2.832871 -1.218389 -1.848764 0.1 -0.3 0.1 -0.6213
H 2.341902 -2.009199 1.119769 -0.4 -0.2 -0.5 0.1972
H 2.929893 -0.455069 0.615689 0.1 0.0 -0.3 0.2176
H 1.547463 -0.534730 1.630149 -0.3 -0.1 0.0 0.2031
H 0.166560 -0.828915 -0.183020 0.0 -0.2 -0.2 0.4052
H -0.343769 -0.869702 -2.462669 -0.2 -0.3 -0.1 0.2004
H 1.027993 -0.921377 -3.607925 -0.1 0.3 -0.1 0.2400
H 0.541186 -2.412880 -2.922069 -0.5 -0.1 0.2 0.2401

Entry 4:
95
Properties=species:S:1:pos:R:3:forces:R:3:lowdin_charge:R:1 method="wB97M-V/def2-TZVPD" total_charge=0 energy_ha=-4429.0391 relative_energy_ev=11.769 homo_ev=-7.809
C 6.369239 0.199941 0.983604 0.0 0.6 0.3 -0.0888
C 5.089484 1.217805 0.637411 2.2 1.2 0.9 -0.2385
N 3.838688 0.789342 1.365783 -2.9 1.0 -1.8 -0.2326
C 3.256072 -0.504466 0.858329 0.2 -1.7 -1.0 -0.2453
C 3.075323 -0.616036 -0.765080 -0.1 -1.3 -0.6 -0.1424
C 2.821514 1.894248 1.514305 1.5 1.0 3.1 -0.9419
S 3.072356 2.975791 2.846835 -0.7 -2.1 -2.8 0.5911
S 1.334979 2.220962 0.425889 0.4 -0.6 0.3 0.7650
C -0.190693 2.680224 1.420651 -1.4 -0.7 1.1 -0.4633
C -1.480003 2.750567 0.357309 1.7 0.7 -0.5 -0.2370
C -1.498089 1.304099 -0.412312 -0.6 -0.7 0.1 -0.1936
C -3.011250 0.764245 -0.815112 -1.3 -0.5 -2.0 0.0219
C -4.154084 0.512810 0.314517 -0.7 -0.6 -3.1 -0.0333
C -3.915668 0.786483 1.947112 -0.8 -0.2 -0.8 -0.1147
C -5.142229 0.219485 2.883076 0.3 0.1 1.8 -0.3873
C -5.170235 1.208733 4.231441 -0.1 0.0 -0.4 -0.1249
C -4.886828 -1.305756 3.477700 -1.3 0.4 0.4 -0.1199
N -5.472047 -0.015784 -0.104150 5.0 1.6 -0.1 0.1169
N -5.677921 -0.269091 -1.416420 0.5 -0.1 -3.4 -0.0891
C -7.079292 -0.867050 -1.699553 -0.8 0.3 -0.3 -0.0718
O -6.947530 -2.313381 -2.045268 1.2 4.7 -2.0 -0.1697
O -7.507353 -2.948350 -1.022505 -0.4 -2.2 4.3 -0.0601
C -4.857187 -0.102490 -2.655125 3.3 1.7 2.5 0.0019
C -5.272603 -0.472731 -4.200758 1.0 -0.4 -0.2 -0.1079
C -4.346446 -1.780161 -4.625063 2.7 -4.0 -0.6 -0.1527
C -3.827337 -2.083301 -6.156369 1.0 -2.0 2.8 -0.0347
C -2.854642 -3.391199 -6.520003 -0.4 -0.1 3.4 -0.0483
C -2.338470 -4.478366 -5.380028 -3.3 4.4 1.2 -0.0195
C -2.862864 -4.177006 -3.825656 -0.5 1.4 -2.6 -0.1577
C -2.308635 -5.242215 -2.681881 0.7 1.0 -0.2 -0.1269
C -3.839334 -2.868885 -3.463525 1.5 -1.0 -3.2 0.0191
C -3.309281 0.489837 -2.420231 -3.3 -1.1 3.5 0.0121
C -2.250193 0.751637 -3.643707 0.3 1.1 1.3 -0.1331
C -1.934161 2.391058 -3.749450 -0.3 0.1 -0.8 -0.2462
C -3.163435 3.326365 -3.199442 1.1 0.1 0.9 -0.5470
S -2.707921 5.157244 -3.499361 0.2 -0.3 0.1 0.5984
H 7.340478 0.884980 1.035759 -2.1 -1.6 -0.2 0.0935
H 6.231915 -0.276526 2.066608 0.3 1.1 -2.4 0.1027
H 6.523871 -0.634449 0.178146 -0.4 1.6 1.6 0.0727
H 4.961173 1.420881 -0.507501 0.0 -0.6 2.0 0.1117
H 5.411281 2.263160 1.116560 -0.9 -2.3 -1.0 0.1254
H 4.009100 -1.376794 1.170076 -1.5 2.1 -0.6 0.1376
H 2.220112 -0.806585 1.341442 2.2 1.1 -0.7 0.1249
H 4.054247 -0.395189 -1.388464 -2.0 -0.3 1.5 0.0790
H 2.191508 0.005103 -1.216304 1.7 -0.9 1.1 0.0378
H 2.815381 -1.758647 -0.993387 0.5 2.4 0.5 0.0854
H -0.435769 1.739361 2.112665 0.7 2.3 -1.1 0.0960
H -0.047740 3.668223 2.031298 -0.3 -2.0 -1.2 0.0918
H -1.196963 3.640217 -0.386568 -0.9 -2.0 1.3 0.1184
H -2.484412 3.053798 0.875576 2.1 -0.8 -0.8 0.1041
H -1.052675 0.498858 0.328344 -0.9 1.5 -1.4 0.1205
H -0.759075 1.304423 -1.349991 -2.0 0.0 2.1 0.0992
H -3.842806 1.954647 2.178850 0.0 -2.6 -0.9 0.1229
H -2.908834 0.239684 2.213395 -1.9 1.2 -0.4 0.1356
H -6.211247 0.323128 2.407041 2.4 -0.4 0.6 0.1270
H -5.721859 2.208965 3.938621 1.2 -1.9 0.7 0.0870
H -4.064108 1.464664 4.568284 -2.3 -0.6 -0.6 0.0943
H -5.761498 0.699581 5.131887 1.4 1.1 -2.1 0.0958
H -5.863652 -1.560215 4.114127 2.1 0.5 -1.4 0.0916
H -3.999669 -1.320852 4.257439 -1.6 0.0 -1.9 0.0982
H -4.818448 -2.134306 2.654218 0.2 1.6 1.5 0.0728
H -7.780678 -0.824094 -0.754537 1.8 0.2 -1.9 0.1691
H -7.547067 -0.220855 -2.556007 1.0 -1.6 1.5 0.1504
H -6.863469 -2.833277 -0.246285 -1.1 -0.5 -1.4 0.1421
H -6.416367 -0.613652 -4.391168 2.2 0.0 0.6 0.1209
H -4.924195 0.402689 -4.933957 -0.7 -1.7 2.0 0.1341
H -4.130357 -1.327515 -7.004586 0.7 -1.8 1.8 0.0885
H -2.449360 -3.590372 -7.623801 -1.2 0.8 2.6 0.0934
H -1.651022 -5.408294 -5.623943 -1.6 2.3 0.5 0.1007
H -1.330606 -4.763051 -2.205000 -2.1 -0.9 -1.0 0.0902
H -3.055935 -5.422005 -1.798784 1.3 0.3 -1.9 0.0786
H -1.943124 -6.259580 -3.177817 -1.1 2.3 1.0 0.0901
H -4.116332 -2.769995 -2.316235 0.5 -0.1 -2.8 0.0900
H -1.223619 0.269038 -3.316186 -2.3 0.5 -0.9 0.1338
H -2.620703 0.419421 -4.702721 0.6 0.1 2.5 0.1099
H -1.819925 2.622820 -4.910998 -0.2 -0.4 2.6 0.1235
H -0.886229 2.667341 -3.254122 -2.5 -0.6 -0.9 0.1202
H -3.356291 3.253647 -2.037587 0.5 -0.2 -2.4 0.0632
H -4.185983 3.156624 -3.749736 2.1 0.4 0.9 0.0920
H -1.430803 5.430031 -2.948498 -1.4 -1.1 -0.4 -0.1173
C 9.734830 2.673215 5.329541 0.6 1.5 2.2 -0.6093
F 9.301619 3.913472 4.959913 0.2 -1.4 -0.1 0.0996
F 11.054833 2.812090 5.658083 -1.1 -0.3 -0.6 0.0940
F 9.092073 2.377136 6.499578 0.3 0.0 -1.2 0.0921
S 9.464912 1.406798 4.046342 -0.9 1.4 -2.1 0.5953
O 10.242195 1.883727 2.898257 -0.7 -0.7 1.6 -0.3066
O 8.014440 1.398067 3.843879 1.5 -0.2 0.5 -0.3184
N 10.072292 0.175226 4.842693 -0.4 0.0 -0.9 -0.2956
S 9.995617 -1.166658 3.999497 -0.4 -1.7 -2.2 0.5964
O 10.874349 -1.250366 2.829570 -0.9 0.3 1.6 -0.3044
O 8.659012 -1.735517 3.802552 1.4 0.8 0.6 -0.3158
C 10.776058 -2.263596 5.229304 1.2 -1.2 2.1 -0.6102
F 10.085357 -2.300448 6.408800 0.3 0.2 -1.1 0.0915
F 12.042778 -1.865735 5.555251 -1.1 -0.2 -0.6 0.0938
F 10.879465 -3.557056 4.807622 -0.3 1.3 -0.1 0.1002